Below is a cluster of 10 separate species, C18H54ClO13 in total, with properties calculated with wB97M-V/def2-TZVPD.

Properties
* energy above the lowest of the compared OMol25 structures with the same formula, charge and spin: 684.2 kJ/mol
* HOMO-LUMO gap: 0.288 Ha
* charge: -1
* F_max: 3.13 eV/Å

Each line ends with the Löwdin charge.
Cartesian coordinates (Å):
Cl -1.4695 0.0118 1.0002  0.597
O -0.6490 0.9673 1.6371  -0.385
O -1.8545 0.5801 -0.2691  -0.397
O -0.7496 -1.2884 0.9447  -0.419
O -2.6471 -0.2419 1.7646  -0.396
C 7.2308 2.2635 0.8591  -0.097
C 8.2412 2.2735 1.9873  -0.315
O 9.4913 2.5144 1.3430  -0.093
H 6.2431 1.8627 1.0870  0.073
H 7.5043 1.5170 0.1134  0.073
H 7.1289 3.2224 0.3509  0.075
H 8.2908 1.2696 2.4090  0.103
H 8.0717 3.0007 2.7814  0.109
H 9.9809 3.0705 1.9534  0.072
C -0.0332 -4.7775 -6.1921  -0.095
C 1.4056 -4.3249 -6.2243  -0.346
O 2.0519 -4.4609 -4.9780  -0.076
H -0.1371 -5.7737 -5.7621  0.079
H -0.5879 -4.6565 -7.1226  0.071
H -0.6104 -4.1221 -5.5399  0.069
H 1.6522 -3.3347 -6.6074  0.109
H 1.9065 -5.0062 -6.9121  0.104
H 1.6268 -3.8554 -4.3662  0.085
C -8.9277 -1.0173 -5.0202  -0.098
C -8.1096 -0.0697 -4.1871  -0.359
O -8.2057 -0.3243 -2.8177  -0.067
H -9.9678 -0.9660 -4.6981  0.073
H -8.5422 -2.0325 -4.9274  0.073
H -8.9428 -0.7533 -6.0777  0.072
H -8.5460 0.9112 -4.3757  0.103
H -7.0626 -0.0701 -4.4900  0.114
H -7.4032 -0.0831 -2.3494  0.090
C 7.4339 -5.1823 2.8960  -0.087
C 6.3089 -5.9605 2.2109  -0.377
O 5.8906 -7.0229 2.9503  -0.059
H 7.7439 -4.3597 2.2514  0.073
H 8.2308 -5.9117 3.0409  0.067
H 7.0966 -4.7746 3.8489  0.074
H 6.7518 -6.4453 1.3409  0.105
H 5.5265 -5.2743 1.8867  0.120
H 6.6875 -7.5319 3.1160  0.084
C 1.2873 6.6368 8.1546  -0.085
C 2.2770 5.5299 7.7158  -0.334
O 3.3335 6.1866 7.0854  -0.077
H 0.2848 6.2483 8.3339  0.069
H 1.0088 7.2993 7.3351  0.066
H 1.7125 7.3324 8.8781  0.069
H 1.7820 4.8296 7.0430  0.106
H 2.5844 4.8700 8.5271  0.102
H 3.9486 5.5608 6.6960  0.085
C 2.6771 4.0802 -5.6390  -0.097
C 2.7980 3.4011 -4.3155  -0.362
O 2.2679 4.2996 -3.4034  -0.069
H 3.4916 3.7096 -6.2613  0.068
H 2.7820 5.1651 -5.6233  0.075
H 1.6860 3.9225 -6.0643  0.074
H 3.8287 3.1256 -4.0923  0.103
H 2.3056 2.4357 -4.1993  0.117
H 1.6407 3.8386 -2.8416  0.092
C -7.5837 -5.6094 0.5015  -0.112
C -6.2244 -6.0346 -0.0489  -0.323
O -5.3286 -5.9589 1.0457  -0.081
H -7.6083 -4.6938 1.0924  0.068
H -7.7268 -6.3029 1.3302  0.071
H -8.3063 -5.4902 -0.3057  0.071
H -5.9165 -5.2457 -0.7352  0.108
H -6.4091 -7.0084 -0.5023  0.109
H -4.9231 -5.0909 0.9840  0.089
C -4.6481 6.9316 -4.2988  -0.088
C -4.1257 6.0417 -5.4826  -0.319
O -5.1950 5.9473 -6.3665  -0.082
H -4.6317 7.9711 -4.6265  0.063
H -4.0994 6.7397 -3.3768  0.068
H -5.6844 6.7492 -4.0144  0.069
H -3.8878 5.0529 -5.0905  0.111
H -3.2386 6.5077 -5.9116  0.104
H -5.4326 6.8658 -6.5132  0.075
C -0.2703 -1.5657 7.9067  -0.104
C 0.7266 -2.5358 7.3008  -0.278
O -0.1331 -3.5212 6.6191  -0.114
H -1.0691 -1.2533 7.2341  0.075
H 0.2545 -0.6332 8.1142  0.066
H -0.7443 -2.0360 8.7683  0.072
H 1.5392 -2.8475 7.9570  0.104
H 1.3044 -2.1349 6.4679  0.101
H -0.3848 -3.1590 5.7664  0.078

Below is a structure of composition C2H2CsLiO2, with properties calculated with wB97M-V/def2-TZVPD.

Properties
* energy above the lowest of the compared OMol25 structures with the same formula, charge and spin: 131.8 kJ/mol
* HOMO-LUMO gap: 0.105 Ha
* charge: 0
* F_max: 2.07 eV/Å

Each line ends with the Löwdin charge.
Cartesian coordinates (Å):
O 1.7502 -0.0300 0.6933  -0.439
C 1.0906 1.0393 0.5281  -0.311
C -0.2599 0.7748 -0.1469  -0.511
O -0.6757 -0.5532 -0.1977  -0.615
Li -1.8173 -1.2045 -1.3418  0.747
Cs 1.0864 -2.7344 1.1773  0.985
H -0.1689 1.3156 -1.1170  0.073
H -1.0053 1.3924 0.4047  0.072

Below is an isolated molecule of C2H7N3O2, with properties calculated with wB97M-V/def2-TZVPD.

Properties
* SMILES: N/N=C(\CO)NO
* energy above the lowest of the compared OMol25 structures with the same formula, charge and spin: 571.6 kJ/mol
* HOMO-LUMO gap: 0.363 Ha
* charge: 0
* F_max: 2.99 eV/Å

Each line ends with the Löwdin charge.
Cartesian coordinates (Å):
C 0.2068 -0.0846 0.0043  -0.417
C -0.9154 -1.0224 0.5699  -0.192
H -1.3168 2.3082 0.9010  0.077
H -1.6427 2.1304 -0.6733  0.083
H -1.3533 -0.4034 1.4844  0.139
H -0.4431 -1.9551 1.1590  0.148
H -2.1654 -0.3954 -0.8680  0.123
H 1.2465 -1.3051 0.8308  0.117
H 2.1497 0.9645 -0.4159  0.070
N -1.4014 1.5535 0.1825  -0.043
N 0.0783 1.1959 -0.1442  0.011
N 1.4096 -0.6737 0.0649  -0.016
O -1.6756 -1.2740 -0.6437  -0.096
O 2.5720 0.1199 -0.1795  -0.004

Below is a cluster of 6 separate species, C50H96ClN6O5PS in total, with properties calculated with wB97M-V/def2-TZVPD.

Properties
* SMILES: CCc1cc2c(cc1Cl)C(=O)c1cc(CCCCS(=O)(=O)O)cc([PH2]=N)c1C2=O.CCN(CC)CC.CCN(CC)CC.CCN(CC)CC.CCN(CC)CC.CCN(CC)CC
* HOMO-LUMO gap: 0.222 Ha
* charge: 0
* F_max: 9.01 eV/Å

Each line ends with the Löwdin charge.
Cartesian coordinates (Å):
C -0.0073 -7.5546 -0.9984  -0.134
C -1.4693 -7.7485 -1.7869  -0.221
C -1.6924 -6.3061 -2.6025  -0.130
C -2.8053 -5.2279 -2.0649  0.047
C -2.9409 -3.8100 -2.8784  -0.018
C -1.9341 -3.5753 -4.1934  -0.023
C -0.8577 -4.6837 -4.7464  -0.001
C -0.7222 -6.1022 -3.9318  -0.469
Cl 0.4848 -7.3842 -4.5146  0.538
C -2.1102 -2.0806 -4.9234  -0.195
O -2.1060 -1.9375 -6.2517  -0.031
C -2.3261 -0.8219 -3.8433  -0.008
C -1.5577 0.6141 -4.0283  0.053
C -1.8040 1.7879 -2.8625  -0.118
C -0.9315 3.1918 -3.1192  -0.155
C 0.6224 2.6755 -3.4048  -0.221
C 1.7614 3.6463 -2.6687  -0.191
C 3.1419 2.7089 -2.6161  -0.234
S 3.4364 1.8948 -0.9553  0.797
O 4.7438 2.4109 -0.2557  -0.370
O 3.6767 0.3486 -1.1609  -0.396
O 2.1632 2.0605 0.1669  -0.237
C -2.8166 1.5503 -1.5919  -0.005
C -3.6142 0.0958 -1.3803  -0.222
P -4.7994 -0.1707 0.1350  0.724
N -5.7007 1.1943 0.3576  -0.354
C -3.3208 -1.0562 -2.5191  -0.025
C -3.9928 -2.5859 -2.4391  -0.202
O -5.2611 -2.8302 -2.1003  -0.046
H 0.8592 -7.9927 -1.6516  0.057
H 0.1922 -6.3793 -0.9363  0.091
H -0.0324 -7.9313 0.1099  0.069
H -2.2716 -7.8082 -0.9315  0.094
H -1.4759 -8.6613 -2.5195  0.108
H -3.4780 -5.4212 -1.1023  0.121
H -0.1978 -4.4134 -5.7037  0.123
H -0.8468 0.7646 -4.9481  0.113
H -1.3769 3.8445 -3.9824  0.125
H -0.8874 3.7716 -2.0879  0.114
H 0.8822 2.6636 -4.5546  0.124
H 0.8258 1.5881 -2.9565  0.118
H 1.4850 3.9281 -1.5674  0.107
H 2.0207 4.5507 -3.3639  0.124
H 3.0822 1.8320 -3.4199  0.127
H 4.1051 3.3229 -2.8876  0.126
H 1.4656 1.3922 -0.1499  0.117
H -2.9921 2.4152 -0.7979  0.101
H -4.0562 -0.5433 1.3195  -0.012
H -5.7676 -1.2264 -0.1048  0.005
H -5.3578 1.8672 -0.3850  -0.048
C -2.9005 -10.8905 0.5260  -0.085
C -1.8029 -10.9228 1.5868  -0.269
N -1.7794 -9.7454 2.4582  -0.193
C -0.5713 -9.6636 3.2862  -0.257
C -0.3573 -10.7535 4.3317  -0.092
C -3.0292 -9.4256 3.1511  -0.252
C -3.6207 -10.4915 4.0681  -0.090
H -2.8286 -9.9890 -0.0921  0.055
H -2.8034 -11.7584 -0.1349  0.076
H -3.9000 -10.9316 0.9693  0.067
H -0.8483 -10.9839 1.0498  0.116
H -1.8973 -11.8517 2.1627  0.096
H -0.5369 -8.6861 3.7850  0.112
H 0.2987 -9.6631 2.6167  0.105
H -1.0063 -10.6149 5.1994  0.056
H 0.6737 -10.7113 4.6988  0.073
H -0.5168 -11.7576 3.9297  0.068
H -3.7843 -9.1677 2.3986  0.100
H -2.9025 -8.4991 3.7258  0.115
H -3.5897 -11.4911 3.6277  0.069
H -4.6720 -10.2589 4.2702  0.074
H -3.1118 -10.5203 5.0338  0.055
C -2.4269 -5.2097 -8.2417  -0.083
C -1.4102 -4.5604 -9.1774  -0.266
N -0.1290 -5.2670 -9.2505  -0.191
C 0.9170 -4.4977 -9.9330  -0.254
C 0.7150 -4.1911 -11.4135  -0.094
C -0.1896 -6.6856 -9.6092  -0.252
C -0.8331 -7.0494 -10.9434  -0.091
H -2.0210 -5.3207 -7.2303  0.052
H -3.3233 -4.5840 -8.1760  0.078
H -2.7444 -6.1933 -8.6008  0.066
H -1.2335 -3.5473 -8.7956  0.112
H -1.8670 -4.4454 -10.1682  0.097
H 1.8828 -5.0044 -9.8073  0.111
H 1.0348 -3.5430 -9.4041  0.107
H 0.9013 -5.0682 -12.0375  0.055
H 1.4284 -3.4223 -11.7289  0.071
H -0.2870 -3.8113 -11.6305  0.068
H -0.7272 -7.2190 -8.8159  0.100
H 0.8203 -7.1146 -9.5779  0.114
H -1.7554 -6.4946 -11.1321  0.069
H -1.0890 -8.1147 -10.9486  0.073
H -0.1500 -6.8842 -11.7792  0.054
C -5.7565 3.4461 7.6961  -0.095
C -5.2439 3.6465 6.2720  -0.272
N -4.3373 2.5929 5.8095  -0.191
C -3.6497 2.9304 4.5585  -0.255
C -4.5042 3.0938 3.3056  -0.099
C -4.8428 1.2207 5.8888  -0.252
C -6.1255 0.8960 5.1300  -0.088
H -4.9280 3.3495 8.4062  0.079
H -6.3582 4.3096 7.9990  0.072
H -6.3947 2.5614 7.7811  0.063
H -4.7074 4.6033 6.2628  0.117
H -6.1043 3.7644 5.6017  0.096
H -2.8704 2.1835 4.3580  0.109
H -3.1002 3.8676 4.7164  0.106
H -4.8300 2.1293 2.9094  0.028
H -3.9126 3.5742 2.5190  0.065
H -5.3842 3.7195 3.4765  0.070
H -5.0006 0.9721 6.9453  0.100
H -4.0588 0.5227 5.5680  0.113
H -6.8904 1.6679 5.2448  0.070
H -6.5497 -0.0397 5.5106  0.072
H -5.9374 0.7477 4.0646  0.051
C 0.0071 7.3590 1.0494  -0.094
C 0.8452 6.2555 1.6904  -0.271
N 2.1903 6.1224 1.1256  -0.189
C 2.8800 4.9019 1.5575  -0.256
C 3.2160 4.7681 3.0393  -0.077
C 3.0150 7.3325 1.1210  -0.246
C 3.2955 8.0006 2.4633  -0.089
H -0.0719 7.2187 -0.0341  0.074
H -1.0065 7.3433 1.4639  0.072
H 0.4208 8.3530 1.2440  0.064
H 0.3013 5.3159 1.5328  0.114
H 0.8750 6.4210 2.7745  0.097
H 3.8027 4.7793 0.9751  0.107
H 2.2579 4.0430 1.2739  0.078
H 4.0674 5.3927 3.3192  0.055
H 3.4985 3.7329 3.2587  0.077
H 2.3698 5.0165 3.6855  0.069
H 2.5383 8.0720 0.4662  0.100
H 3.9723 7.1212 0.6272  0.117
H 2.4084 8.0593 3.0987  0.072
H 3.6432 9.0262 2.2967  0.068
H 4.0848 7.4846 3.0137  0.049
C 10.0707 9.8956 5.2299  -0.095
C 8.6175 10.3629 5.1977  -0.272
N 7.7742 9.6272 4.2525  -0.189
C 6.4652 10.2533 4.0376  -0.251
C 5.5111 10.3195 5.2259  -0.093
C 7.7478 8.1708 4.4036  -0.249
C 7.2909 7.6086 5.7460  -0.089
H 10.5246 9.9419 4.2341  0.079
H 10.6538 10.5423 5.8942  0.072
H 10.1640 8.8737 5.6095  0.064
H 8.6337 11.4206 4.9074  0.117
H 8.2130 10.3249 6.2168  0.096
H 5.9546 9.7537 3.2039  0.098
H 6.6343 11.2786 3.6836  0.109
H 5.0542 9.3490 5.4326  0.053
H 4.6929 11.0117 5.0004  0.072
H 5.9984 10.6799 6.1358  0.067
H 8.7536 7.7847 4.1980  0.101
H 7.1294 7.7315 3.6102  0.111
H 7.7202 8.1446 6.5959  0.069
H 7.6042 6.5622 5.8309  0.074
H 6.2030 7.6215 5.8395  0.053

- Among the records above, which one has the highest HOMO-LUMO gap?
  C2H7N3O2

Please write out number 2 again, unchanged.
Below is a structure of composition C2H2CsLiO2, with properties calculated with wB97M-V/def2-TZVPD.

Properties
* energy above the lowest of the compared OMol25 structures with the same formula, charge and spin: 131.8 kJ/mol
* HOMO-LUMO gap: 0.105 Ha
* charge: 0
* F_max: 2.07 eV/Å

Each line ends with the Löwdin charge.
Cartesian coordinates (Å):
O 1.7502 -0.0300 0.6933  -0.439
C 1.0906 1.0393 0.5281  -0.311
C -0.2599 0.7748 -0.1469  -0.511
O -0.6757 -0.5532 -0.1977  -0.615
Li -1.8173 -1.2045 -1.3418  0.747
Cs 1.0864 -2.7344 1.1773  0.985
H -0.1689 1.3156 -1.1170  0.073
H -1.0053 1.3924 0.4047  0.072